A single C17H21N3O4S molecule. Source: the OMol25 dataset; level of theory: ωB97M-V/def2-TZVPD.

Values from the calculation:
Total charge: 0
HOMO level (eV): -8.2
LUMO energy (eV): 0.10
HOMO-LUMO gap (eV): 8.314
Energy above the lowest of the compared OMol25 structures with the same formula, charge and spin (kJ/mol): 49.58
Structure (SMILES): CCCCNC(=O)CCCn1c(=S)[nH]c2cc3c(cc2c1=O)OCO3

Each line ends with the Löwdin charge.
Element x y z (Å)
C (2.12, -2.20, 0.08)  -0.099
C (0.67, -2.10, -0.36)  -0.253
C (0.54, -1.56, -1.79)  -0.184
C (-0.87, -1.73, -2.35)  -0.178
N (-1.87, -0.93, -1.67)  0.073
C (-2.65, -1.43, -0.69)  -0.508
O (-2.51, -2.56, -0.25)  0.058
C (-3.78, -0.52, -0.24)  -0.096
H (-4.70, -1.05, -0.49)  0.125
H (-3.76, 0.42, -0.78)  0.103
C (-3.75, -0.26, 1.27)  -0.160
H (-4.77, -0.16, 1.65)  0.117
C (-3.01, 1.02, 1.66)  -0.176
N (-1.57, 0.95, 1.51)  0.018
C (-0.84, 0.44, 2.55)  -0.777
S (-1.51, -0.18, 3.92)  0.707
N (0.52, 0.47, 2.44)  0.088
C (1.20, 1.01, 1.38)  -0.185
C (0.46, 1.50, 0.30)  -0.072
C (1.09, 2.05, -0.82)  0.081
C (2.46, 2.08, -0.81)  -0.189
C (3.20, 1.60, 0.28)  -0.197
C (2.60, 1.06, 1.39)  0.074
H (3.18, 0.68, 2.22)  0.135
O (4.52, 1.76, 0.03)  0.056
C (4.62, 2.36, -1.25)  -0.143
O (3.32, 2.56, -1.76)  0.045
H (5.19, 1.70, -1.92)  0.144
H (5.14, 3.33, -1.16)  0.144
H (0.50, 2.42, -1.64)  0.137
C (-1.00, 1.45, 0.34)  -0.364
O (-1.71, 1.84, -0.57)  0.065
H (1.03, 0.08, 3.22)  0.136
H (-3.35, 1.85, 1.02)  0.128
H (-3.22, 1.25, 2.70)  0.084
H (-3.30, -1.12, 1.78)  0.096
H (-1.93, 0.05, -1.90)  0.120
H (-1.18, -2.77, -2.24)  0.122
H (-0.88, -1.46, -3.41)  0.118
H (1.23, -2.11, -2.44)  0.113
H (0.83, -0.51, -1.81)  0.096
H (0.21, -3.09, -0.31)  0.112
H (0.11, -1.46, 0.32)  0.088
H (2.66, -2.91, -0.54)  0.073
H (2.62, -1.24, 0.00)  0.051
H (2.18, -2.54, 1.11)  0.073

A single C17H21N5O2S molecule. Source: the OMol25 dataset; level of theory: ωB97M-V/def2-TZVPD.

Values from the calculation:
Total charge: 0
HOMO level (eV): -8.0
LUMO energy (eV): 0.59
HOMO-LUMO gap (eV): 8.553
Energy above the lowest of the compared OMol25 structures with the same formula, charge and spin (kJ/mol): 117.54
Structure (SMILES): Cc1cccc(C(=O)N[C@H](C)/C=C/C(=O)N[C@H](C)c2nncs2)c1N

Each line ends with the Löwdin charge.
Element x y z (Å)
C (6.40, 1.21, -1.01)  -0.056
C (5.31, 1.76, -0.13)  -0.218
C (5.33, 3.07, 0.30)  -0.049
C (4.35, 3.58, 1.14)  -0.093
C (3.30, 2.77, 1.51)  -0.055
C (3.22, 1.44, 1.07)  -0.078
C (2.04, 0.60, 1.42)  -0.405
O (2.06, -0.63, 1.40)  0.041
N (0.90, 1.27, 1.76)  0.100
C (-0.37, 0.60, 2.05)  -0.342
C (-0.27, -0.31, 3.27)  -0.039
C (-0.89, -0.15, 0.85)  -0.020
C (-2.08, 0.06, 0.32)  0.000
C (-2.54, -0.74, -0.85)  -0.497
O (-1.84, -1.55, -1.43)  0.025
N (-3.82, -0.48, -1.25)  0.092
C (-4.43, -1.26, -2.32)  -0.360
C (-5.57, -0.48, -2.95)  -0.053
C (-4.90, -2.60, -1.79)  -0.555
N (-6.14, -2.88, -1.56)  0.007
N (-6.32, -4.13, -1.05)  -0.053
C (-5.20, -4.76, -0.91)  -0.482
S (-3.81, -3.88, -1.38)  1.084
C (4.25, 0.91, 0.27)  -0.210
N (4.28, -0.40, -0.10)  0.150
H (6.90, 0.36, -0.53)  0.085
H (6.01, 0.87, -1.97)  0.083
H (7.15, 1.97, -1.21)  0.076
H (6.16, 3.70, 0.00)  0.110
H (4.40, 4.60, 1.50)  0.098
H (2.55, 3.15, 2.18)  0.107
H (0.85, 2.24, 1.49)  0.128
H (-1.07, 1.41, 2.28)  0.139
H (-1.26, -0.67, 3.54)  0.083
H (0.38, -1.15, 3.08)  0.075
H (0.13, 0.25, 4.12)  0.084
H (-0.24, -0.90, 0.42)  0.127
H (-2.76, 0.81, 0.73)  0.110
H (-4.43, 0.05, -0.65)  0.143
H (-3.65, -1.44, -3.05)  0.142
H (-6.02, -1.05, -3.76)  0.085
H (-6.36, -0.28, -2.22)  0.078
H (-5.19, 0.46, -3.33)  0.083
H (-5.15, -5.77, -0.52)  0.068
H (4.84, -0.68, -0.88)  0.085
H (3.50, -0.98, 0.18)  0.078

A single C17H21N5O2S molecule. Source: the OMol25 dataset; level of theory: ωB97M-V/def2-TZVPD.

Values from the calculation:
Total charge: 0
HOMO level (eV): -8.4
LUMO energy (eV): 0.61
HOMO-LUMO gap (eV): 9.002
Energy above the lowest of the compared OMol25 structures with the same formula, charge and spin (kJ/mol): 133.22
Structure (SMILES): Cc1cccc(C(=O)N[C@H](C)/C=C/C(=O)N[C@H](C)c2nncs2)c1N

Each line ends with the Löwdin charge.
Element x y z (Å)
C (-1.79, 6.12, 1.53)  -0.051
C (-2.48, 4.92, 0.94)  -0.219
C (-3.60, 5.06, 0.14)  -0.045
C (-4.26, 3.95, -0.37)  -0.085
C (-3.78, 2.69, -0.09)  -0.052
C (-2.64, 2.52, 0.70)  -0.082
C (-2.12, 1.14, 0.96)  -0.412
O (-1.57, 0.83, 2.01)  0.050
N (-2.30, 0.25, -0.05)  0.105
C (-1.83, -1.14, 0.00)  -0.340
C (-2.48, -1.92, 1.14)  -0.039
C (-0.33, -1.19, 0.08)  -0.024
C (0.43, -1.78, -0.84)  0.000
C (1.91, -1.81, -0.69)  -0.480
O (2.51, -1.28, 0.23)  0.057
N (2.56, -2.47, -1.70)  0.094
C (3.99, -2.73, -1.59)  -0.371
C (4.62, -2.88, -2.97)  -0.044
C (4.23, -3.97, -0.75)  -0.581
N (3.91, -5.16, -1.17)  0.009
N (4.18, -6.13, -0.25)  -0.051
C (4.70, -5.65, 0.83)  -0.481
S (4.87, -3.95, 0.84)  1.074
C (-1.98, 3.64, 1.23)  -0.209
N (-0.92, 3.53, 2.14)  0.117
H (-1.68, 6.01, 2.61)  0.081
H (-0.78, 6.25, 1.12)  0.081
H (-2.35, 7.03, 1.32)  0.074
H (-3.97, 6.05, -0.07)  0.110
H (-5.15, 4.07, -0.97)  0.101
H (-4.31, 1.82, -0.46)  0.109
H (-2.57, 0.62, -0.95)  0.133
H (-2.14, -1.58, -0.94)  0.139
H (-2.19, -2.98, 1.06)  0.084
H (-2.15, -1.54, 2.11)  0.075
H (-3.56, -1.85, 1.08)  0.084
H (0.14, -0.73, 0.94)  0.127
H (-0.01, -2.25, -1.71)  0.109
H (2.03, -3.08, -2.30)  0.141
H (4.41, -1.88, -1.07)  0.133
H (5.69, -3.05, -2.88)  0.085
H (4.19, -3.74, -3.49)  0.078
H (4.45, -1.98, -3.55)  0.083
H (4.98, -6.27, 1.67)  0.068
H (-0.05, 3.90, 1.78)  0.100
H (-0.78, 2.57, 2.43)  0.063

A single C17H21NO5 molecule. Source: the OMol25 dataset; level of theory: ωB97M-V/def2-TZVPD.

Values from the calculation:
Total charge: 0
HOMO level (eV): -7.9
LUMO energy (eV): 0.61
HOMO-LUMO gap (eV): 8.526
Energy above the lowest of the compared OMol25 structures with the same formula, charge and spin (kJ/mol): 823.94
Structure (SMILES): COc1cc2c(cc1O)[C@@H]1[C@H](O)[C@@H](OC)C=C3CC[N@@+]([O-])(C2)[C@H]31

Each line ends with the Löwdin charge.
Element x y z (Å)
O (0.59, 2.99, -0.98)  -0.133
O (3.10, -3.11, -1.05)  0.001
O (5.08, -1.10, -0.18)  -0.123
O (-1.36, -1.16, -2.11)  -0.015
O (-3.86, -1.47, 0.38)  -0.167
C (-3.21, 0.84, -0.14)  0.062
C (-2.19, 1.78, 0.00)  -0.148
C (3.20, 0.45, 0.26)  0.082
C (1.35, -1.65, -0.54)  0.062
C (3.69, -0.85, -0.06)  -0.203
C (2.76, -1.81, -0.59)  -0.174
C (1.77, 0.59, 0.27)  -0.089
C (0.88, -0.42, -0.12)  -0.132
C (5.59, -1.61, 1.03)  -0.085
C (-4.43, -2.76, -0.16)  -0.029
C (-2.21, 3.21, 0.44)  -0.066
C (1.04, 1.83, 0.97)  -0.033
C (-0.73, 3.51, 0.66)  -0.114
C (-1.65, -0.98, -0.69)  -0.249
C (-0.61, -0.10, 0.04)  -0.112
C (-3.11, -0.61, -0.56)  -0.267
C (-0.87, 1.33, -0.38)  -0.129
N (0.08, 2.50, 0.06)  -0.417
H (4.04, -3.37, -0.71)  0.137
H (-1.97, -1.70, -2.63)  0.098
H (-4.17, 1.26, 0.13)  0.107
H (3.95, 1.25, 0.54)  0.142
H (0.51, -2.28, -0.90)  0.133
H (5.25, -0.97, 1.84)  0.097
H (6.65, -1.70, 0.97)  0.086
H (5.17, -2.59, 1.13)  0.075
H (-5.39, -2.96, 0.17)  0.041
H (-4.53, -2.66, -1.27)  0.086
H (-3.64, -3.56, 0.07)  0.110
H (-2.78, 3.49, 1.35)  0.133
H (-2.56, 3.89, -0.29)  0.105
H (1.83, 2.45, 1.22)  0.103
H (0.56, 1.55, 1.93)  0.148
H (-0.41, 4.51, 0.36)  0.138
H (-0.46, 3.49, 1.72)  0.126
H (-1.64, -1.87, -0.21)  0.109
H (-0.75, -0.40, 1.04)  0.160
H (-3.60, -0.62, -1.52)  0.141
H (-0.94, 1.38, -1.51)  0.203

Q: Number 2 is which compound?
A: C17H21N5O2S